A structure of composition C3H14NOSV. Source: OMol25; level of theory: wB97M-V/def2-TZVPD.

Output
HOMO energy (spin up / spin down)   -0.03 / -3.12 eV
Net charge   -1
Electronic energy   -43391.5389 eV
Multiplicity   4
Expectation value of S²   3.78
Kohn-Sham gap (spin up / spin down)   3.00 / 6.06 eV

Geometry as XYZ:
```
21
Properties=species:S:1:pos:R:3:forces:R:3
C 0.979269 -0.284311 -1.845522 -0.018 0.517 -0.183
V -0.163779 0.201135 -0.193125 -0.759 0.689 -1.003
N -1.993234 -0.141585 -1.093352 -1.387 -0.694 -0.918
H 1.098906 0.003227 0.584764 2.335 0.146 1.577
H 0.442728 -1.200825 0.131895 -0.325 -0.879 0.330
H 1.999726 -0.627638 -1.619064 -0.349 0.112 -0.248
H 0.986964 0.738492 -2.278950 0.179 -0.388 -0.471
H 0.433401 -1.003886 -2.478810 0.272 0.233 -0.171
H -2.517422 0.730823 -0.979004 -0.133 0.012 -0.028
H -2.534351 -0.914023 -0.692441 0.069 0.294 -0.127
H -1.871816 -0.321590 -2.092158 -0.124 0.080 0.202
C -2.094485 0.478146 3.754542 -0.128 -0.311 0.449
S -1.041377 0.135608 2.232107 1.744 -1.714 1.948
C -0.036850 1.608189 2.475536 0.090 0.893 0.156
O -0.184018 -1.071526 2.651524 -1.839 1.605 0.204
H -2.649579 1.421448 3.806437 0.255 -0.056 -0.666
H -1.405231 0.485502 4.623911 -0.108 -0.230 -0.639
H -2.834828 -0.325747 3.902040 0.472 0.084 -0.289
H 0.790134 1.424756 3.182982 -0.402 -0.291 -0.304
H 0.370757 1.932068 1.502229 -0.046 -0.071 0.349
H -0.696553 2.394005 2.863924 0.201 -0.030 -0.167
```
Forces are in eV/Å.

Löwdin atomic charge list, values in e, 6 entries: C -0.351; V -0.028; N -0.061; H -0.087; H -0.026; H -0.040



A structure of composition C9H16MnOP. Source: OMol25; level of theory: wB97M-V/def2-TZVPD.

Output
HOMO energy (spin up / spin down)   -6.54 / -4.91 eV
Net charge   0
Electronic energy   -52244.6241 eV
Multiplicity   5
Expectation value of S²   6.19
Kohn-Sham gap (spin up / spin down)   6.94 / 5.29 eV

Geometry as XYZ:
```
28
Properties=species:S:1:pos:R:3:forces:R:3
C -1.738994 2.172840 -1.581577 -0.509 -1.717 -1.074
C -0.600236 1.999678 -2.457231 -0.875 -0.301 0.836
C -0.452215 0.615950 -2.731256 -0.059 -0.586 -0.096
C -1.514707 -0.121582 -2.118412 -0.449 1.388 -0.109
C -2.382805 0.824813 -1.438141 1.460 0.961 -0.609
Mn -1.020495 0.980272 0.319688 0.501 -0.091 -0.402
P -1.265632 2.232498 2.268215 0.393 -1.306 -1.066
H -2.222552 3.114834 -1.295666 0.337 -0.447 -0.181
H -0.030893 2.805534 -2.938528 -0.111 -0.422 0.583
H 0.358224 0.152152 -3.350864 -0.908 0.588 0.643
H -3.378406 0.638121 -1.018181 0.464 0.040 -0.216
H -1.760930 -1.172433 -2.306228 0.251 0.434 0.282
H -2.613365 1.845709 2.738399 1.273 1.176 0.390
H -1.169682 3.691313 2.064405 -0.344 -0.976 1.170
H -0.211947 1.749105 3.193450 -1.390 1.078 -0.335
C 1.744757 -2.657246 0.469402 -0.396 0.007 0.207
C 2.274013 -1.767076 1.592215 0.402 0.182 -0.130
C 1.239953 -0.660096 1.706710 -0.600 0.065 -0.128
O 0.554376 -0.563467 0.405044 0.944 -0.825 0.630
C 1.013207 -1.679780 -0.437846 -0.132 0.416 -0.422
H 2.538292 -3.200409 -0.054649 -0.209 0.126 0.083
H 1.025304 -3.380337 0.867419 0.157 0.004 -0.014
H 3.236180 -1.329339 1.297480 -0.112 -0.165 0.116
H 2.401405 -2.304233 2.538659 0.027 0.157 -0.208
H 0.480123 -0.897664 2.461385 0.049 0.040 -0.161
H 1.677948 0.313240 1.956620 -0.106 -0.142 -0.215
H 1.676514 -1.279762 -1.217464 -0.194 0.073 0.238
H 0.142560 -2.122635 -0.933047 0.139 0.244 0.189
```
Forces are in eV/Å.

Löwdin atomic charge list, values in e, 6 entries: C -0.236; C -0.159; C -0.184; C -0.198; C -0.259; Mn 0.385



What is the net charge in the second record? 0